Record 1
The following is a quantum chemistry calculation of a structure of composition C4H7NS2, from the OMol25 dataset.

XYZ file:
```
14
Properties=species:S:1:pos:R:3:mulliken_charge:R:1
C -2.47 1.42 -0.12 0.051
C -3.64 0.73 0.09 -0.275
C 1.56 -1.01 0.59 -0.902
C 0.87 -0.60 -0.73 -0.661
N -1.30 0.96 -0.40 -0.341
S -3.63 -0.93 0.20 -0.265
S -0.99 -0.86 -0.46 0.054
H -2.56 2.58 -0.02 0.246
H -4.48 1.18 0.39 0.398
H 2.55 -1.12 0.30 0.304
H 1.40 -0.12 1.37 0.245
H 1.19 -1.85 1.08 0.376
H 0.95 -1.19 -1.62 0.382
H 0.88 0.32 -1.17 0.388
```

Calculated values
ΔE to the lowest compared entry with this formula, charge and spin in kJ/mol: 284.0
Kohn-Sham gap in eV: 7.079
E in a.u.: -1007.62608
E_HOMO in Eh: -0.3069
LUMO in eV: -1.271
Net charge: 0

=====

Record 2
The following is a quantum chemistry calculation of a cluster of 2 separate species, C3H9NO in total, from the OMol25 dataset.

XYZ file:
```
14
Properties=species:S:1:pos:R:3:mulliken_charge:R:1
C 1.26 -0.91 -1.61 -0.947
C -0.17 -1.00 -1.96 -0.188
C -1.25 -1.05 -1.12 -0.184
N -2.53 -1.53 -1.42 -0.568
H 1.68 0.04 -1.95 0.248
H 1.45 -1.12 -0.51 0.281
H 1.87 -1.65 -2.13 0.274
H -0.47 -0.88 -2.97 0.351
H -0.84 -0.92 -0.10 0.218
H -3.09 -1.52 -0.58 0.265
H -2.39 -2.46 -1.79 0.248
O 1.56 3.92 5.45 -0.635
H 0.74 4.43 5.38 0.318
H 2.17 4.66 5.30 0.317
```

Calculated values
ΔE to the lowest compared entry with this formula, charge and spin in kJ/mol: 178.7
Kohn-Sham gap in eV: 9.159
E in a.u.: -249.64563
E_HOMO in Eh: -0.2979
LUMO in eV: 1.053
Net charge: 0
SMILES: C/C=C/N.O

=====

Record 3
The following is a quantum chemistry calculation of an isolated molecule of C3H4N2O, from the OMol25 dataset.

XYZ file:
```
10
Properties=species:S:1:pos:R:3:mulliken_charge:R:1
N -0.28 0.39 1.55 -0.553
C -0.04 -0.06 0.24 0.245
C -0.47 -1.41 -0.16 0.016
O -0.35 -1.85 -1.28 -0.509
C 1.39 0.96 -1.51 -0.241
N 0.61 0.61 -0.65 -0.006
H -1.25 0.63 1.72 0.229
H 0.30 1.18 1.80 0.254
H -0.92 -2.00 0.66 0.334
H 1.01 1.54 -2.36 0.231
```

Calculated values
ΔE to the lowest compared entry with this formula, charge and spin in kJ/mol: 313.8
Kohn-Sham gap (spin up / spin down) in eV: 8.126 / 8.123
E in a.u.: -301.36773
E_HOMO (spin up / spin down) in Eh: -0.2997 / -0.2996
LUMO (spin up / spin down) in eV: -0.030 / -0.031
Net charge: 0